23
Properties=species:S:1:pos:R:3 method="wB97M-V/def2-TZVPD" e_homo_ev=-8.40 mol_weight_g_mol=205.779 e_tot_ha=-728.10317 smiles="Nc1ncnc2c1C=C(B(O)O)B(O)N2"
N 1.91283 1.09132 2.30274
C 1.53168 -0.18330 1.91666
N 2.03451 -1.20795 2.53800
C 1.81856 -2.33231 1.92994
N 1.04164 -2.59066 0.87152
C 0.33542 -1.58633 0.42754
C 0.62717 -0.32692 0.84127
C 0.08313 0.74481 0.10990
C -0.88855 0.61394 -0.76389
B -1.38595 1.93490 -1.44458
O -2.55137 2.48996 -0.91929
O -0.76746 2.14470 -2.65833
B -1.27942 -0.72992 -1.35682
O -2.29873 -1.11468 -2.32172
N -0.43669 -1.77998 -0.72228
H 2.78763 1.27824 2.76212
H 1.60512 1.94400 1.84787
H 2.35504 -3.22468 2.29922
H 0.28481 1.79052 0.30029
H -2.90908 3.32335 -1.19663
H -1.24141 2.59236 -3.40341
H -2.16953 -2.08833 -2.38792
H -0.48935 -2.78305 -0.97222